The following is a quantum chemistry calculation of a cluster of 9 separate species, C46H90F12O23 in total in a non-equilibrium geometry, from OMol25.

```
171
Properties=species:S:1:pos:R:3:forces:R:3:mulliken_charge:R:1
C 1.593954 0.120686 0.389815 0.090 0.548 0.343 -0.83
C 0.667384 0.698216 -0.659525 0.355 0.461 0.139 1.92
O -0.278446 -0.320244 -0.883455 -3.386 -2.207 -1.807 -0.18
C -1.400216 -0.162754 -1.695935 1.063 1.750 0.110 0.26
O -1.727516 0.869686 -2.236875 0.692 -1.324 0.590 -0.26
C -2.252136 -1.464054 -1.968805 1.403 -1.137 1.659 0.43
F -1.551576 -2.176864 -2.924625 -1.458 0.723 1.152 -0.20
F -2.347046 -2.224014 -0.809935 0.492 0.678 -1.547 -0.29
F -3.507086 -1.234714 -2.323705 0.910 0.210 -0.532 -0.10
H 1.068724 0.015246 1.339095 -0.079 -0.216 -0.008 0.12
H 2.429544 0.792846 0.585015 0.050 0.078 -0.145 -0.19
H 1.991404 -0.849444 0.091545 -0.108 0.038 -0.079 0.20
H 1.232144 0.928656 -1.562875 -0.262 -0.009 -0.078 -0.89
H 0.114524 1.579086 -0.333185 0.350 0.301 0.046 -0.15
C 2.585634 -5.890124 4.558455 -1.538 -1.581 -0.215 -1.32
C 3.143554 -5.040704 3.472705 0.921 0.361 1.154 0.21
O 2.209904 -4.385714 2.599135 -0.513 -0.548 -0.556 -0.14
C 1.670274 -5.015624 1.539225 2.243 -0.906 -0.634 -0.04
O 1.866704 -6.154824 1.193905 -0.491 0.993 0.564 -0.53
C 0.915264 -3.998684 0.649065 -1.535 0.302 0.353 1.25
F -0.333376 -4.426494 0.505685 -0.675 -0.896 -0.220 -0.31
F 0.807534 -2.862754 1.301465 0.371 1.353 0.448 -0.27
F 1.350684 -3.724224 -0.582145 0.921 -0.583 0.337 -0.23
H 1.705924 -5.463454 5.040275 0.327 0.243 0.339 0.34
H 3.355174 -6.230814 5.251165 0.059 0.638 0.183 0.39
H 2.237224 -6.837054 4.146125 -0.216 -0.098 -0.212 0.35
H 3.924114 -5.652354 3.020265 -0.172 0.474 -0.934 0.37
H 3.596274 -4.208704 4.012095 0.293 0.240 -0.561 -0.08
C -3.961966 2.577866 -4.804755 0.723 -0.623 0.077 -0.67
C -5.151046 2.081156 -4.023235 0.250 1.022 -1.039 -0.05
O -4.806366 1.911396 -2.644445 -0.021 0.603 1.975 -0.17
C -4.977196 2.933626 -1.748845 -2.698 1.859 -3.681 0.08
O -5.577956 3.981826 -2.040375 2.019 -2.723 1.369 -0.59
C -4.455146 2.605396 -0.353555 1.320 0.047 -0.381 1.10
F -3.373736 1.807826 -0.481845 -0.669 -0.206 0.548 -0.21
F -3.988826 3.715776 0.247255 -0.849 -0.374 0.052 -0.23
F -5.397666 2.005506 0.377565 0.498 0.328 -0.018 -0.26
H -3.264816 1.743546 -4.882145 0.253 0.209 -0.115 -0.10
H -3.452996 3.415736 -4.328275 -0.218 0.174 -0.119 0.31
H -4.312606 2.818036 -5.808485 0.184 0.203 -0.019 0.41
H -5.386376 1.117136 -4.474205 -0.360 -0.047 0.745 -0.09
H -5.933106 2.810356 -4.234765 -0.471 -0.284 0.888 0.38
C -1.081206 2.086066 2.899035 -0.005 -1.617 -0.279 -0.17
C -2.411226 1.794006 3.608105 0.242 0.879 -0.314 -0.79
O -2.825236 3.084576 4.011805 -2.169 3.115 1.957 -0.13
C -4.008716 3.351046 4.696305 0.290 -4.908 -1.041 0.27
O -4.834046 2.451466 4.911335 1.996 3.172 -0.152 -0.57
C -4.187616 4.843976 5.022945 0.007 0.670 0.136 0.92
F -4.781416 5.065606 6.196555 0.537 -0.569 0.290 -0.25
F -3.069526 5.571366 4.943565 0.287 -0.564 0.496 -0.22
F -4.995086 5.351226 4.122685 -1.022 0.222 -1.325 -0.25
H -1.216686 2.352266 1.850765 -0.222 0.257 0.086 0.03
H -0.576456 1.120166 2.879865 0.348 -0.105 -0.154 0.15
H -0.387976 2.788276 3.362105 -0.476 0.077 0.366 0.23
H -2.319866 1.169106 4.496495 0.021 -0.178 -0.172 0.44
H -3.170896 1.429146 2.916825 0.155 -0.492 0.073 0.34
C 1.902364 -1.947894 -3.152795 -1.106 0.442 -0.023 -0.22
O 1.680504 -1.515214 -4.511455 0.982 -0.518 0.246 -0.50
C 1.328414 -0.152664 -4.649625 0.127 -0.218 -0.040 0.91
C 0.737004 0.145156 -6.021285 0.347 -0.510 0.556 -1.10
O -0.548906 -0.381454 -6.052765 -0.098 -1.226 0.980 0.01
C -1.270856 -0.249194 -7.220995 -1.839 1.428 0.324 -0.80
C -2.672836 -0.909014 -7.114635 1.035 -1.341 1.588 -0.68
O -3.520236 -0.423864 -6.030455 0.382 0.132 -1.099 -0.03
C -4.645676 -1.285324 -5.816135 0.444 0.522 -0.796 -0.79
H 0.917484 -2.161824 -2.737655 -0.010 -0.200 0.194 0.06
H 2.337794 -1.210494 -2.478455 0.236 0.571 -0.326 -0.04
H 2.523604 -2.834504 -3.025995 -0.034 -0.037 -0.865 0.42
H 2.207334 0.489036 -4.587945 0.360 0.084 0.391 0.12
H 0.634424 0.084546 -3.843265 -0.288 0.448 -0.069 -0.40
H 1.390794 -0.282534 -6.781375 0.064 -0.399 -0.217 0.42
H 0.782594 1.218596 -6.204985 -0.371 0.423 0.147 0.38
H -0.743126 -0.614464 -8.102005 -0.026 -0.165 -0.153 0.34
H -1.448696 0.824516 -7.281075 -0.050 0.432 -0.883 0.35
H -2.461896 -1.938614 -6.825595 0.159 -0.429 -0.040 0.39
H -3.117726 -1.022574 -8.103205 -0.534 0.768 -0.024 0.42
H -5.316396 -0.841594 -5.080385 0.350 -0.033 0.150 0.15
H -4.336856 -2.287904 -5.520205 0.062 -0.065 0.157 0.33
H -5.206856 -1.347164 -6.748515 -0.193 -0.229 -0.129 0.38
C -6.340856 -3.201954 -2.375655 -0.182 1.621 -1.590 -0.85
O -6.683156 -4.294164 -1.659615 1.397 -2.325 1.870 -0.27
C -7.849826 -4.337744 -0.920395 -1.971 -0.498 0.033 -0.65
C -8.120276 -5.708474 -0.172285 0.826 0.069 -1.271 -0.65
O -8.296916 -6.777714 -1.124595 0.282 1.457 -0.161 -0.24
C -8.899406 -7.904064 -0.568575 0.227 -0.551 0.031 -0.58
C -8.804206 -9.098704 -1.542305 1.306 -1.304 1.252 -0.60
O -7.580836 -9.925064 -1.384035 -0.432 1.563 -0.041 -0.39
C -6.544776 -9.413134 -2.183335 1.062 0.160 -0.115 -0.61
H -5.356356 -3.315344 -2.829545 0.185 -0.231 0.486 0.22
H -6.384346 -2.242644 -1.859965 0.130 0.048 0.528 0.36
H -6.986246 -3.076344 -3.245015 -0.549 0.031 -0.294 0.39
H -8.629176 -4.085534 -1.639495 -0.825 -0.780 -0.203 0.33
H -8.057466 -3.528524 -0.220285 1.049 0.283 0.666 0.43
H -8.930546 -5.674734 0.556015 -0.804 0.536 -0.523 0.45
H -7.318926 -6.001374 0.506055 0.782 0.261 -0.253 0.37
H -9.923736 -7.654874 -0.291525 -0.511 -0.236 -0.260 0.43
H -8.411846 -8.118464 0.382435 0.240 -0.574 0.130 0.40
H -8.860366 -8.770594 -2.580225 -0.296 0.027 0.015 0.36
H -9.488746 -9.907714 -1.287355 -0.838 0.696 -0.195 0.32
H -6.250576 -8.382614 -1.984425 -0.834 0.503 -0.070 0.20
H -6.785166 -9.565564 -3.235515 0.080 0.215 -0.207 0.27
H -5.573936 -9.866734 -1.983795 -0.312 -0.957 0.164 0.31
C -0.910176 6.103446 2.527655 0.661 -1.713 -1.816 -0.16
O 0.338544 6.686406 2.164105 0.707 0.383 -0.308 -0.45
C 1.170614 6.002956 1.146515 -1.053 -0.543 0.985 -0.92
C 1.468324 4.488536 1.390495 -0.606 1.639 0.563 2.00
O 2.172654 4.389936 2.594195 1.894 -0.945 1.493 -0.62
C 2.884234 3.137636 2.785525 -0.449 1.042 -0.521 -0.06
C 4.294904 3.172536 2.140745 -1.322 -0.564 1.791 -0.51
O 4.502874 1.819356 1.818725 0.773 -0.730 -1.044 0.08
C 5.848374 1.491746 1.552565 0.832 0.213 -0.784 -1.19
H -1.683226 6.651056 3.066745 1.005 0.834 0.270 0.36
H -0.701196 5.156996 3.026305 -0.292 -0.027 0.412 0.06
H -1.391696 5.840496 1.585805 -0.451 -0.270 -0.203 0.02
H 2.081154 6.600976 1.109165 0.088 -0.220 0.362 0.39
H 0.768744 6.046086 0.134215 -0.659 0.212 0.033 0.23
H 1.988914 4.137336 0.499565 0.094 -0.334 0.029 -0.48
H 0.551744 3.937146 1.600125 -0.363 -0.109 -0.938 -0.53
H 2.265594 2.323826 2.407245 0.173 -0.143 -0.656 -0.22
H 2.999264 2.853016 3.831405 -0.192 0.764 0.294 0.43
H 5.021964 3.390236 2.923105 0.139 0.624 -0.002 0.34
H 4.307384 3.956806 1.383865 0.305 -0.447 -0.686 0.26
H 6.275614 2.080536 0.740845 -0.212 0.485 -0.242 0.33
H 5.997874 0.476066 1.186305 -0.693 -0.251 0.372 0.37
H 6.555694 1.649866 2.366695 -0.335 0.017 0.620 0.39
C 2.621924 -0.936604 4.147855 -0.808 0.989 0.384 0.08
O 3.505234 -0.539264 5.144025 1.524 0.150 0.262 -0.43
C 4.865984 -0.657884 4.711465 -0.367 0.668 0.764 0.30
C 5.672434 0.101676 5.751365 1.610 -1.006 0.871 -0.74
O 7.088914 -0.335194 5.717275 -0.329 0.399 -0.197 -0.32
C 7.963254 0.612056 6.357125 -0.713 1.243 -0.672 -0.39
C 9.465784 0.374416 6.510615 -1.232 -1.710 0.088 -0.65
O 9.663694 -0.709714 7.437585 0.359 0.269 -0.792 -0.40
C 9.339134 -2.001764 6.879235 0.684 0.108 0.801 -0.59
H 1.661004 -0.600614 4.537545 -0.398 -0.729 -0.058 0.32
H 2.695204 -2.011244 3.980915 -0.287 0.017 -0.441 -0.15
H 2.746754 -0.295394 3.275285 0.341 -0.463 -0.624 0.05
H 4.992144 -0.158344 3.750915 -0.042 -0.151 -0.291 -0.22
H 5.150824 -1.707284 4.635685 0.184 -0.101 0.038 0.28
H 5.340274 -0.132704 6.762725 -0.382 -0.163 0.001 0.38
H 5.523074 1.176506 5.648655 0.436 0.172 -0.359 0.38
H 7.581934 0.866566 7.346025 -0.107 -0.172 0.251 0.34
H 7.873644 1.515386 5.753755 0.029 0.516 -0.027 0.36
H 9.891744 1.310516 6.871685 -0.055 -0.206 0.564 0.36
H 9.976404 0.196116 5.564265 -0.074 -0.343 -0.234 0.38
H 9.160934 -1.968044 5.804425 -0.299 0.034 0.165 0.26
H 8.541464 -2.463024 7.461535 -0.556 0.357 -0.400 0.24
H 10.166984 -2.683084 7.075605 0.441 0.187 -0.197 0.25
C -0.990896 4.489296 -1.604505 -0.190 -0.542 1.436 -0.98
O 0.415284 4.171036 -1.530795 -0.598 0.918 -0.715 -0.03
C 0.848744 3.505326 -2.713315 -0.440 -0.064 -0.231 -0.34
C 2.371734 3.342606 -2.833615 -2.289 1.213 -0.075 -0.97
O 2.768694 2.747186 -1.651715 1.853 -0.974 0.714 0.42
C 4.080684 2.139916 -1.697685 -0.622 -0.105 0.009 -0.17
C 5.234184 3.066106 -1.892905 0.685 1.241 -1.647 -1.06
O 5.423334 3.329416 -3.317275 -0.756 -0.392 0.082 -0.40
C 5.874214 4.612296 -3.688275 0.341 0.521 1.441 -0.83
H -1.387466 5.029156 -2.464375 0.608 -0.362 -0.588 0.40
H -1.326206 5.104056 -0.769185 0.884 0.409 0.299 0.12
H -1.561286 3.591906 -1.364805 -0.128 -0.426 -0.822 0.28
H 0.461804 4.003066 -3.602495 0.163 0.521 -0.185 0.68
H 0.347164 2.539166 -2.768535 0.151 -0.411 0.210 -0.05
H 2.820704 4.323746 -2.988205 0.283 0.126 0.068 0.34
H 2.470454 2.786536 -3.765895 0.633 -0.554 0.078 0.42
H 4.062104 1.399246 -2.497165 0.224 -0.163 -0.134 0.38
H 4.280194 1.627566 -0.756515 -0.605 -0.006 0.163 -0.04
H 6.161034 2.646866 -1.501375 0.056 -0.300 0.004 0.43
H 5.098784 4.015566 -1.374935 -0.295 0.149 0.151 0.39
H 6.907184 4.731996 -3.361535 0.437 -0.001 -0.510 0.35
H 5.374464 5.401126 -3.126035 -0.543 0.077 0.186 0.34
H 5.730894 4.883026 -4.734345 0.081 -0.780 -0.056 0.27
```
Positions in Å, forces in eV/Å.

Output
- charge = 0
- HOMO (eV) = -9.30
- LUMO (eV) = 0.33
- E_tot (Eh) = -4735.215425
- energy relative to the best compared isomer or geometry (same formula, charge and spin) (kJ/mol) = 393.7
- SMILES = CCOC(=O)C(F)(F)F.CCOC(=O)C(F)(F)F.CCOC(=O)C(F)(F)F.CCOC(=O)C(F)(F)F.COCCOCCOC.COCCOCCOC.COCCOCCOC.COCCOCCOC.COCCOCCOC
- spin multiplicity = 1